Entry 1:
Formula: C7H18N3O2
Source: the Open Molecules 2025 dataset
Level of theory: ωB97M-V/def2-TZVPD

```
30
C7H18N3O2 ωB97M-V/def2-TZVPD
C -1.598 1.436 1.051
C -2.492 -0.876 0.406
C 1.398 -1.935 -1.018
C -0.446 -1.450 -2.330
C 1.917 1.287 2.624
C -1.349 0.075 0.380
C 0.016 -1.413 -0.952
N 1.363 2.211 0.351
N -0.262 -0.199 -0.199
N 1.346 1.116 -0.215
O 1.350 1.339 -1.586
O 1.310 2.367 1.751
H -2.533 1.787 0.831
H -1.481 1.307 2.117
H -0.982 2.083 0.604
H -2.280 -1.864 0.604
H -2.980 -0.814 -0.681
H -3.271 -0.571 1.226
H 1.398 -2.959 -1.345
H 2.045 -1.431 -1.774
H 1.994 -1.896 -0.140
H -0.079 -0.617 -2.823
H -1.555 -1.245 -2.376
H -0.230 -2.368 -2.831
H 1.648 1.527 3.584
H 3.040 1.379 2.692
H 1.501 0.378 2.351
H 1.008 0.479 -1.909
H -0.505 -2.155 -0.374
H 0.711 3.023 -0.021
```

Properties
LUMO energy (alpha / beta)   -4.175 / -4.174 eV
Relative energy (zero: lowest compared OMol25 entry of this formula, charge and spin)   144.92 kcal/mol
Highest occupied orbital energy (alpha / beta)   -13.0 / -13.0 eV
HOMO-LUMO gap (alpha / beta)   8.84 / 8.84 eV
Multiplicity   1
Net charge   +1

---

Entry 2:
Formula: C7H18N4O4PSi
Source: the Open Molecules 2025 dataset
Level of theory: ωB97M-V/def2-TZVPD

```
35
C7H18N4O4PSi ωB97M-V/def2-TZVPD
C 3.220 -1.368 1.348
Si 2.723 0.052 0.227
C 1.901 -0.672 -1.302
C 4.276 0.930 -0.338
O 1.777 1.227 1.001
C 0.443 0.905 1.241
C -0.483 2.004 0.681
N -1.134 1.537 -0.560
N -0.658 1.866 -1.717
N -1.409 1.287 -2.649
C -2.339 0.615 -2.042
N -2.200 0.763 -0.702
C -2.988 0.240 0.403
P -3.449 -1.515 0.131
O -2.878 -2.069 -1.091
O -3.047 -2.260 1.455
O -5.007 -1.439 0.180
H 3.152 -2.291 0.775
H 4.265 -1.266 1.619
H 2.608 -1.502 2.236
H 1.272 0.015 -1.863
H 2.715 -0.945 -1.970
H 1.374 -1.600 -1.097
H 4.849 0.210 -0.914
H 3.966 1.731 -1.005
H 4.844 1.330 0.494
H 0.271 0.882 2.319
H 0.135 -0.070 0.847
H 0.062 2.908 0.452
H -1.260 2.255 1.394
H -3.105 0.016 -2.495
H -3.876 0.853 0.538
H -2.430 0.308 1.328
H -2.204 -2.719 1.332
H -5.385 -2.216 -0.256
```

Properties
LUMO energy   -4.155 eV
Highest occupied orbital energy   -13.1 eV
SMILES   C[Si](C)(C)OCCn1nnc[n+]1CP(=O)(O)O
HOMO-LUMO gap   8.90 eV
Multiplicity   1
Net charge   +1

---

Entry 3:
Formula: C7H18NO6P2S
Source: the Open Molecules 2025 dataset
Level of theory: ωB97M-V/def2-TZVPD

```
35
C7H18NO6P2S ωB97M-V/def2-TZVPD
C -0.768 1.308 3.542
C 0.119 0.055 3.408
P -0.846 -1.400 2.758
C -0.286 -2.656 4.014
C -0.039 -2.009 1.258
C -1.035 -2.997 0.604
P 0.413 -0.732 0.179
N -0.248 0.693 0.342
O 0.123 -1.244 -1.336
O 2.046 -0.652 0.184
H -1.141 1.422 4.562
H -0.233 2.210 3.240
H -1.631 1.224 2.884
H 0.980 0.292 2.786
H 0.490 -0.230 4.397
H 0.772 -2.896 3.891
H -0.475 -2.231 5.004
H -0.877 -3.565 3.912
H -0.583 -3.520 -0.238
H -1.342 -3.761 1.326
H -1.956 -2.506 0.262
H 0.463 1.404 0.474
H -0.368 -0.504 -1.719
H 2.318 -0.971 1.045
C 0.720 1.812 -5.302
C 1.482 2.134 -4.032
O 0.553 2.908 -3.267
S -0.934 2.372 -3.512
O -1.273 1.448 -2.501
O -1.753 3.486 -3.828
O -0.612 1.545 -4.853
H 0.699 2.664 -5.985
H 1.104 0.935 -5.816
H 2.374 2.727 -4.214
H 1.742 1.234 -3.470
```

Properties
LUMO energy   2.407 eV
Highest occupied orbital energy   -2.4 eV
HOMO-LUMO gap   4.78 eV
Multiplicity   1
Net charge   -1

---

Number 1: F_max 0.0892 Eh/bohr, energy -16102.379 eV. Number 2: F_max 0.0277 Eh/bohr, energy -38863.693 eV. Number 3: F_max 0.0193 Eh/bohr, energy -50739.312 eV.